[1]
Entry from OMol25: a cluster of 4 separate species, C20H26N2O10 in total in a non-equilibrium geometry (ωB97M-V/def2-TZVPD).

Summary:
- Total charge: 0
- E_HOMO: -9.838 eV
- LUMO: -0.72 eV
- Orbital gap: 9.12 eV
- Multiplicity: 1

Positions of all 58 atoms, in Å:
1 C 7.481 -12.258 -17.323
2 C 7.781 -13.179 -18.311
3 C 8.948 -13.053 -19.050
4 C 9.860 -12.081 -18.698
5 C 9.573 -11.166 -17.704
6 C 8.383 -11.260 -17.000
7 N 11.039 -11.874 -19.543
8 O 11.026 -12.339 -20.663
9 O 11.958 -11.232 -19.068
10 H 6.541 -12.357 -16.795
11 H 7.087 -13.969 -18.558
12 H 9.115 -13.732 -19.874
13 H 10.316 -10.414 -17.467
14 H 8.183 -10.571 -16.192
15 C 14.061 -8.659 -20.079
16 C 13.521 -9.240 -21.217
17 C 13.920 -8.807 -22.473
18 C 14.884 -7.823 -22.553
19 C 15.408 -7.214 -21.434
20 C 15.002 -7.648 -20.178
21 N 15.319 -7.339 -23.874
22 O 14.701 -7.730 -24.846
23 O 16.311 -6.642 -23.922
24 H 13.728 -9.085 -19.139
25 H 12.730 -9.974 -21.169
26 H 13.534 -9.223 -23.392
27 H 16.154 -6.434 -21.479
28 H 15.401 -7.195 -19.280
29 C 18.887 -2.556 -17.742
30 C 18.527 -4.018 -17.953
31 O 17.130 -4.233 -18.143
32 C 16.636 -3.865 -19.323
33 O 17.261 -3.392 -20.228
34 O 15.335 -4.157 -19.329
35 C 14.657 -3.942 -20.562
36 H 18.962 -1.970 -18.654
37 H 19.832 -2.503 -17.196
38 H 18.141 -2.042 -17.124
39 H 18.834 -4.619 -17.107
40 H 19.047 -4.356 -18.853
41 H 15.279 -4.291 -21.381
42 H 14.443 -2.883 -20.717
43 H 13.717 -4.475 -20.480
44 C 15.264 -3.618 -14.528
45 C 15.038 -5.056 -15.011
46 O 13.702 -5.111 -15.535
47 C 13.320 -6.267 -16.054
48 O 13.995 -7.255 -16.154
49 O 12.042 -6.140 -16.434
50 C 11.538 -7.208 -17.252
51 H 15.548 -2.964 -15.348
52 H 16.007 -3.623 -13.730
53 H 14.347 -3.220 -14.090
54 H 15.152 -5.743 -14.176
55 H 15.733 -5.253 -15.826
56 H 11.411 -8.107 -16.654
57 H 12.196 -7.404 -18.099
58 H 10.596 -6.842 -17.652

Atomic partial charges in e from the Mulliken method, atoms 1 to 6: number 1, C, carries -0.37; number 2, C, carries -0.50; number 3, C, carries -0.34; number 4, C, carries 0.01; number 5, C, carries -0.15; number 6, C, carries -0.51

=====

[2]
Entry from OMol25: an isolated molecule of C23H26N4O3S2 in a non-equilibrium geometry (ωB97M-V/def2-TZVPD).

Summary:
- Total charge: 0
- E_HOMO: -8.622 eV
- LUMO: -0.48 eV
- Orbital gap: 8.14 eV
- Multiplicity: 1

Positions of all 58 atoms, in Å:
1 C -1.239 4.751 -0.633
2 C -1.464 3.377 -1.181
3 C -1.784 2.279 -0.396
4 C -1.983 1.028 -0.949
5 C -1.863 0.830 -2.318
6 C -1.539 1.918 -3.126
7 C -1.348 3.159 -2.556
8 H -1.100 3.997 -3.191
9 H -1.429 1.777 -4.189
10 N -2.057 -0.459 -2.819
11 C -1.522 -0.970 -3.965
12 O -1.092 -0.325 -4.889
13 C -1.640 -2.489 -4.069
14 H -2.652 -2.763 -4.374
15 H -0.930 -2.838 -4.818
16 S -1.345 -3.391 -2.521
17 C 0.106 -2.577 -1.971
18 N 0.506 -1.549 -2.674
19 C 1.577 -0.874 -2.239
20 N 2.287 -1.148 -1.188
21 C 1.926 -2.230 -0.459
22 C 2.689 -2.603 0.662
23 C 2.323 -3.693 1.405
24 C 1.187 -4.446 1.072
25 C 0.427 -4.114 -0.018
26 C 0.787 -3.008 -0.804
27 H -0.444 -4.689 -0.296
28 H 0.919 -5.297 1.679
29 H 2.913 -3.986 2.261
30 H 3.559 -2.012 0.900
31 H 1.858 -0.018 -2.837
32 H -2.370 -1.129 -2.127
33 H -2.237 0.219 -0.281
34 S -1.941 2.221 1.394
35 O -3.106 1.442 1.701
36 O -1.839 3.517 2.013
37 N -0.590 1.280 1.752
38 C 0.620 2.060 1.606
39 C 1.899 1.224 1.642
40 H 1.823 0.397 0.937
41 C 2.239 0.717 3.044
42 H 3.318 0.565 3.116
43 H 1.981 1.499 3.761
44 C 1.550 -0.594 3.441
45 H 2.144 -1.438 3.088
46 C 0.129 -0.764 2.899
47 H 0.164 -1.082 1.855
48 H -0.362 -1.557 3.465
49 C -0.718 0.506 2.972
50 H -1.776 0.248 3.038
51 H -0.455 1.102 3.855
52 H 1.524 -0.648 4.532
53 H 2.708 1.873 1.300
54 H 0.538 2.557 0.636
55 H 0.666 2.840 2.381
56 H -1.418 4.777 0.436
57 H -1.907 5.458 -1.122
58 H -0.217 5.070 -0.833

Atomic partial charges in e from the Mulliken method, atoms 1 to 6: number 1, C, carries -1.89; number 2, C, carries 0.90; number 3, C, carries -0.28; number 4, C, carries -0.24; number 5, C, carries 0.31; number 6, C, carries -0.61

=====

[3]
Entry from OMol25: an isolated molecule of C20H32N4O3 (ωB97M-V/def2-TZVPD).

Summary:
- Total charge: 0
- E_HOMO: -7.302 eV
- LUMO: 0.81 eV
- Orbital gap: 8.11 eV
- Multiplicity: 1

Positions of all 59 atoms, in Å:
1 C 2.742 0.915 -5.558
2 H 3.073 1.327 -6.508
3 H 3.599 0.465 -5.066
4 H 2.008 0.137 -5.748
5 C 2.118 2.020 -4.712
6 N 1.493 1.485 -3.508
7 C 0.428 2.311 -2.975
8 H 0.788 3.110 -2.305
9 C -0.639 1.484 -2.239
10 O -1.277 1.955 -1.316
11 N -0.803 0.277 -2.790
12 H -0.102 0.016 -3.471
13 C -1.771 -0.746 -2.395
14 C -1.523 -1.956 -3.292
15 H -2.220 -2.753 -3.045
16 H -0.510 -2.324 -3.144
17 H -1.657 -1.693 -4.339
18 C -1.564 -1.130 -0.929
19 H -1.703 -0.261 -0.293
20 H -2.277 -1.897 -0.638
21 H -0.557 -1.512 -0.784
22 C -3.181 -0.189 -2.606
23 H -3.317 0.699 -1.994
24 H -3.333 0.078 -3.650
25 H -3.924 -0.929 -2.321
26 H -0.099 2.797 -3.802
27 C 2.475 1.154 -2.487
28 C 1.903 0.222 -1.416
29 O 1.877 -0.982 -1.569
30 N 1.493 0.868 -0.298
31 C 0.927 0.302 0.856
32 C 1.194 -1.003 1.258
33 C 0.625 -1.504 2.408
34 C -0.217 -0.726 3.214
35 C -0.473 0.583 2.795
36 C 0.088 1.085 1.638
37 H -0.142 2.094 1.329
38 H -1.112 1.234 3.370
39 N -0.817 -1.296 4.331
40 C -0.025 -2.096 5.245
41 H 0.785 -2.598 4.722
42 C 0.560 -1.206 6.352
43 O -0.452 -0.518 7.054
44 C -1.225 0.277 6.180
45 C -1.840 -0.585 5.069
46 H -2.449 0.013 4.394
47 H -2.483 -1.341 5.536
48 H -2.000 0.738 6.795
49 H -0.593 1.063 5.738
50 H 1.090 -1.804 7.095
51 H 1.259 -0.483 5.900
52 H -0.680 -2.849 5.697
53 H 0.823 -2.531 2.673
54 H 1.832 -1.628 0.656
55 H 1.391 1.872 -0.350
56 H 3.289 0.608 -2.965
57 H 2.890 2.064 -2.014
58 H 1.337 2.503 -5.304
59 H 2.877 2.783 -4.471

Atomic partial charges in e from the Mulliken method, atoms 1 to 6: number 1, C, carries -1.25; number 2, H, carries 0.42; number 3, H, carries 0.35; number 4, H, carries 0.27; number 5, C, carries -0.52; number 6, N, carries 0.36

=====

[4]
Entry from OMol25: a structure of composition C38H58ClO4OsP2Si in a non-equilibrium geometry (ωB97M-V/def2-TZVPD).

Summary:
- Total charge: +1
- E_HOMO (alpha / beta): -11.726 / -11.644 eV
- LUMO (alpha / beta): -4.65 / -4.55 eV
- Orbital gap (alpha / beta): 7.08 / 7.09 eV
- Multiplicity: 1

Positions of all 105 atoms, in Å:
1 Os 0.673 0.255 -0.067
2 C -1.615 3.200 -0.441
3 Si -1.480 1.336 -0.064
4 C -2.685 0.511 -1.273
5 C -3.550 1.255 -2.074
6 C -4.340 0.640 -3.032
7 C -4.261 -0.732 -3.217
8 C -3.422 -1.489 -2.413
9 C -2.641 -0.873 -1.438
10 P -1.547 -1.777 -0.295
11 C -2.741 -2.677 0.819
12 C -3.929 -3.348 0.132
13 C -4.619 -4.285 1.142
14 C -4.538 -3.749 2.580
15 C -4.532 -2.223 2.572
16 C -3.275 -1.683 1.867
17 C -0.590 -2.961 -1.369
18 C -1.176 -4.237 -1.991
19 C -1.263 -5.427 -1.039
20 C 0.110 -5.714 -0.442
21 C 0.593 -4.482 0.311
22 C 0.702 -3.270 -0.609
23 C -2.048 1.320 1.760
24 C -3.292 1.888 2.039
25 C -3.675 2.194 3.334
26 C -2.790 1.955 4.375
27 C -1.569 1.353 4.121
28 C -1.201 1.002 2.820
29 P 0.397 0.160 2.485
30 C 0.370 -1.447 3.416
31 C 1.734 -2.144 3.374
32 C 1.568 -3.616 3.778
33 C 0.494 -3.792 4.865
34 C 0.400 -2.528 5.715
35 C -0.093 -1.331 4.879
36 C 1.707 1.211 3.266
37 C 1.322 2.707 3.240
38 C 2.551 3.607 3.041
39 C 3.759 3.045 3.786
40 C 4.182 1.692 3.190
41 C 3.013 0.996 2.484
42 H -2.634 3.546 -0.264
43 H -1.358 3.427 -1.477
44 H -0.961 3.787 0.203
45 H -3.607 2.330 -1.959
46 H -5.007 1.230 -3.647
47 H -4.849 -1.221 -3.981
48 H -3.374 -2.556 -2.562
49 H -2.142 -3.445 1.318
50 H -3.633 -3.927 -0.741
51 H -4.623 -2.576 -0.204
52 H -4.165 -5.277 1.099
53 H -5.664 -4.397 0.849
54 H -3.632 -4.112 3.074
55 H -5.385 -4.117 3.159
56 H -4.577 -1.833 3.589
57 H -5.427 -1.873 2.052
58 H -2.491 -1.469 2.599
59 H -3.519 -0.738 1.378
60 H -0.338 -2.280 -2.192
61 H -0.498 -4.513 -2.804
62 H -2.146 -4.040 -2.444
63 H -1.626 -6.299 -1.584
64 H -1.969 -5.221 -0.230
65 H 0.814 -5.958 -1.242
66 H 0.061 -6.560 0.244
67 H 1.570 -4.667 0.763
68 H -0.111 -4.235 1.114
69 H 1.505 -3.427 -1.331
70 H 1.946 -2.154 0.462
71 H -3.968 2.107 1.219
72 H -4.638 2.648 3.525
73 H -3.046 2.242 5.386
74 H -0.892 1.185 4.945
75 H -0.344 -2.064 2.856
76 H 2.407 -1.644 4.075
77 H 2.196 -2.090 2.389
78 H 2.528 -3.987 4.142
79 H 1.304 -4.216 2.905
80 H 0.742 -4.647 5.494
81 H -0.484 -3.994 4.417
82 H 1.386 -2.313 6.132
83 H -0.279 -2.679 6.554
84 H 0.301 -0.421 5.335
85 H -1.182 -1.279 4.911
86 H 1.858 0.873 4.296
87 H 0.832 2.970 4.178
88 H 0.603 2.895 2.437
89 H 2.320 4.611 3.397
90 H 2.791 3.687 1.977
91 H 3.499 2.930 4.842
92 H 4.588 3.750 3.734
93 H 4.565 1.045 3.982
94 H 4.991 1.830 2.471
95 H 3.242 -0.062 2.362
96 H 2.875 1.406 1.480
97 O 3.428 -2.262 -1.824
98 Cl 3.764 -1.187 -0.909
99 O 3.647 -1.688 0.490
100 O 2.694 -0.110 -1.045
101 O 0.992 -2.127 0.196
102 C 1.260 2.185 -0.658
103 H 0.808 2.493 -1.604
104 H 2.335 2.086 -0.818
105 H 1.083 2.960 0.086

Atomic partial charges in e from the Mulliken method, atoms 1 to 6: number 1, Os, carries 1.93; number 2, C, carries -1.58; number 3, Si, carries 1.26; number 4, C, carries 0.80; number 5, C, carries -0.67; number 6, C, carries -0.93

=====

[5]
Entry from OMol25: an isolated molecule of C6H8O2 in a non-equilibrium geometry (ωB97M-V/def2-TZVPD).

Summary:
- Total charge: 0
- E_HOMO: -9.829 eV
- LUMO: 0.84 eV
- Orbital gap: 10.67 eV
- Multiplicity: 1

Positions of all 16 atoms, in Å:
1 C -2.821 0.011 0.008
2 C -0.154 0.694 0.747
3 C -0.052 -1.202 -0.547
4 C 0.897 -0.316 0.317
5 C -1.364 -0.014 0.047
6 C 2.096 0.376 -0.304
7 O -3.935 -0.288 0.365
8 O -2.209 0.578 -1.013
9 H -0.437 0.824 1.736
10 H 0.052 1.647 0.436
11 H -0.097 -1.140 -1.584
12 H -0.311 -2.168 -0.255
13 H 1.235 -0.971 1.130
14 H 1.951 0.688 -1.318
15 H 3.071 0.037 -0.038
16 H 2.077 1.244 0.273

Atomic partial charges in e from the Mulliken method, atoms 1 to 6: number 1, C, carries 0.59; number 2, C, carries -1.35; number 3, C, carries -1.15; number 4, C, carries 0.83; number 5, C, carries 0.52; number 6, C, carries -1.50